[1]
The following is a quantum chemistry calculation of an isolated molecule of C34H39N3O3 at a distorted geometry, from the Open Molecules 2025 dataset.

E_LUMO in eV: 0.53
SMILES: CN1C(=O)[C@@H](Cc2ccccc2)N(/C=C/[C@H](c2ccccc2)N2C(=O)OC[C@H]2Cc2ccccc2)[C@@H]1C(C)(C)C
Total charge: 0
Orbital gap in eV: 8.3
HOMO level in eV: -7.814

Atoms and positions in Å:
C: -2.75745 1.30416 -0.41513
N: -2.49991 1.00298 0.97513
C: -3.51958 0.47736 1.73241
O: -4.70852 0.49868 1.43488
C: -2.89291 -0.13767 2.96621
C: -2.95600 -1.66709 2.92056
C: -2.42801 -2.18957 1.60546
C: -3.28755 -2.27018 0.50546
C: -2.80957 -2.67516 -0.73888
C: -1.46266 -3.02288 -0.89045
C: -0.61412 -2.99973 0.21984
C: -1.10687 -2.63030 1.47533
N: -1.52184 0.36772 2.90723
C: -0.59025 -0.11452 3.79656
C: 0.69194 -0.44675 3.50472
C: 1.76127 -0.49991 4.54862
C: 3.14571 -0.06791 4.05173
C: 4.11418 0.29697 4.99096
C: 5.36722 0.75957 4.56932
C: 5.64510 0.88914 3.19858
C: 4.69087 0.46804 2.26373
C: 3.46511 -0.05094 2.69380
C: -1.21934 1.11235 1.67011
C: -0.77919 2.61530 1.86682
C: -1.85115 3.32726 2.69602
C: -0.66753 3.31299 0.51435
C: 0.57444 2.66340 2.55940
H: -3.20304 0.42296 -0.90175
H: -3.45970 2.14968 -0.50449
H: -1.81813 1.54857 -0.91563
H: -3.38853 0.28063 3.85404
H: -2.39624 -2.08280 3.76566
H: -4.01613 -1.93465 3.03453
H: -4.34205 -2.01063 0.63700
H: -3.49498 -2.71268 -1.58686
H: -1.08365 -3.32019 -1.86979
H: 0.43844 -3.27293 0.12766
H: -0.46558 -2.69511 2.35918
H: -0.99392 -0.34505 4.79369
H: 0.96726 -0.81044 2.50822
H: 1.46194 0.13673 5.39242
H: 3.88398 0.19443 6.05639
H: 6.09237 1.05926 5.33144
H: 6.59558 1.31801 2.86489
H: 4.85786 0.56863 1.18894
H: 2.78448 -0.47508 1.95722
H: -0.43054 0.57535 1.10447
H: -1.96015 2.88522 3.69108
H: -1.57600 4.38240 2.82676
H: -2.82114 3.29951 2.18645
H: -0.00095 2.77708 -0.17302
H: -1.64585 3.44714 0.04045
H: -0.25363 4.32252 0.65174
H: 1.33115 2.10480 1.99209
H: 0.91727 3.70543 2.63995
H: 0.52881 2.25437 3.57387
C: -2.49348 0.30442 8.37994
C: -1.57099 0.90056 7.51490
C: -0.31311 0.32270 7.32595
C: -0.01883 -0.91724 7.90289
C: 1.27163 -1.63969 7.56324
C: 1.21488 -2.39076 6.20970
C: 1.85742 -3.77577 6.23114
O: 2.33234 -4.02927 4.88887
C: 2.34039 -2.85161 4.20790
O: 2.57370 -2.74243 3.00986
N: 1.97788 -1.81626 5.09633
C: -0.93604 -1.50592 8.78224
C: -2.16307 -0.89093 9.02924
H: -3.46483 0.77071 8.55204
H: -1.81159 1.82915 6.99685
H: 0.45473 0.84942 6.75330
H: 2.13753 -0.95919 7.54878
H: 1.46698 -2.40514 8.33216
H: 0.14996 -2.49588 5.89802
H: 2.71766 -3.78827 6.91962
H: 1.17363 -4.58775 6.50361
H: -0.66460 -2.44448 9.27277
H: -2.85878 -1.34729 9.73196

Löwdin atomic charge list, values in e, 8 entries: number 1, C, carries -0.03; number 2, N, carries -0.02; number 3, C, carries -0.42; number 4, O, carries 0.07; number 5, C, carries -0.18; number 6, C, carries -0.07; number 7, C, carries -0.22; number 8, C, carries -0.05

[2]
The following is a quantum chemistry calculation of an isolated molecule of C4H5NOS at a distorted geometry, from the Open Molecules 2025 dataset.

E_LUMO in eV: -0.42
SMILES: S=C1CC=NOC1
Total charge: 0
Energy above the lowest of the compared OMol25 structures with the same formula, charge and spin in eV: 2.713
Orbital gap in eV: 8.6
HOMO level in eV: -9.071

Atoms and positions in Å:
C: -0.04824 -0.67261 -0.06361
C: 0.59061 0.04357 1.09715
C: -0.25556 1.63068 -0.90296
C: -0.85020 0.25337 -0.91929
H: 1.63074 0.10202 0.90459
H: 0.42538 -0.49652 2.07499
H: -0.18716 2.25800 -1.80553
H: -1.84208 0.33111 -0.44456
H: -0.95620 -0.06497 -1.95418
N: 0.19674 2.18314 0.15895
O: 0.05437 1.37046 1.29392
S: 0.15609 -2.24408 -0.34419

Löwdin atomic charge list, values in e, 8 entries: number 1, C, carries -0.78; number 2, C, carries -0.21; number 3, C, carries -0.13; number 4, C, carries -0.18; number 5, H, carries 0.11; number 6, H, carries 0.15; number 7, H, carries 0.12; number 8, H, carries 0.15

[3]
The following is a quantum chemistry calculation of a structure of composition C26H33F9FeN3OP2 at a distorted geometry, from the Open Molecules 2025 dataset.

E_LUMO (spin up / spin down) in eV: 2.82 / 2.80
Total charge: -1
Spin multiplicity: 5
Orbital gap (spin up / spin down) in eV: 4.3 / 6.8
HOMO level (spin up / spin down) in eV: -1.480 / -4.019

Atoms and positions in Å:
Fe: -0.14323 0.33807 0.19180
C: -1.27713 -0.29723 3.90670
P: -0.18303 0.21567 2.52680
C: 1.45127 -0.17873 3.25760
C: -0.23313 2.04877 2.74680
C: 0.76067 2.81597 1.87690
P: 0.56797 2.52687 0.06310
C: 1.72297 3.79687 -0.58270
C: -1.03123 3.36437 -0.25540
H: -1.26043 -1.38513 4.02110
H: -2.30933 0.00557 3.70780
H: -0.96813 0.14907 4.85670
H: 1.58537 0.29657 4.23370
H: 2.25897 0.15617 2.60060
H: 1.55677 -1.25993 3.38880
H: -0.03553 2.29127 3.79750
H: -1.25473 2.38777 2.53760
H: 1.78707 2.54957 2.15590
H: 0.65147 3.88667 2.08500
H: 1.51687 4.78487 -0.16030
H: 1.63977 3.86857 -1.67110
H: 2.75607 3.53147 -0.33990
H: -1.05923 4.36677 0.18170
H: -1.86003 2.78607 0.16300
H: -1.20203 3.45827 -1.33210
C: 3.83177 1.74267 0.19180
C: 4.62077 0.59807 0.19180
C: 4.00987 -0.65383 0.19180
C: 2.62197 -0.71073 0.19180
N: 1.83397 0.38867 0.19180
C: 2.45557 1.58807 0.19180
C: 1.79847 -1.89413 0.19180
C: 2.22187 -3.22743 0.19180
C: 1.27877 -4.25903 0.19180
C: -0.08433 -3.96203 0.19180
C: -0.50593 -2.63333 0.19180
C: 0.43447 -1.60363 0.19180
H: 4.27717 2.73097 0.19180
H: 5.70397 0.67877 0.19180
H: 4.61547 -1.55173 0.19180
H: 1.79467 2.44987 0.19180
H: 3.27727 -3.48093 0.19180
H: 1.60747 -5.29523 0.19180
H: -0.81733 -4.76443 0.19180
H: -1.56343 -2.38793 0.19180
C: 1.86737 0.01257 -4.82380
C: 0.76837 0.19047 -3.85110
C: -0.58123 0.40897 -4.01230
C: -1.10173 0.49327 -2.70080
N: -0.14323 0.33807 -1.78000
N: 0.97477 0.15707 -2.49990
C: -2.50613 0.72057 -2.28620
H: 1.49527 0.07287 -5.85150
H: 2.34397 -0.96423 -4.69320
H: 2.62777 0.78917 -4.69320
H: -1.12043 0.49627 -4.94520
H: 1.84707 0.01587 -2.00160
H: -3.16213 0.82677 -3.15610
H: -2.58703 1.63367 -1.68770
H: -2.87103 -0.12033 -1.68770
F: -2.84593 -1.89033 2.57060
C: -2.82863 -2.53253 1.37260
F: -1.76483 -3.37783 1.41330
F: -3.92473 -3.33303 1.37760
C: -2.78803 -1.58423 0.19180
O: -1.69033 -0.78643 0.19180
C: -2.88283 -2.45793 -1.04220
F: -2.95293 -1.74313 -2.19640
F: -3.97913 -3.25813 -1.04750
F: -1.82313 -3.29763 -1.18260
C: -4.08523 -0.80353 0.24500
F: -4.19673 -0.03173 1.35850
F: -5.18663 -1.59673 0.24530
F: -4.24553 0.03527 -0.81260
H: -1.50743 1.32957 0.19180

Löwdin atomic charge list, values in e, 8 entries: number 1, Fe, carries 0.27; number 2, C, carries -0.25; number 3, P, carries 0.93; number 4, C, carries -0.23; number 5, C, carries -0.39; number 6, C, carries -0.31; number 7, P, carries 0.73; number 8, C, carries -0.20

[4]
The following is a quantum chemistry calculation of a cluster of 15 separate species, C4H35NO16 in total at a distorted geometry, from the Open Molecules 2025 dataset.

E_LUMO in eV: -0.17
Total charge: 0
Energy above the lowest of the compared OMol25 structures with the same formula, charge and spin in eV: 4.310
Orbital gap in eV: 9.4
HOMO level in eV: -9.563

Atoms and positions in Å:
C: 0.74949 -0.96590 -0.52417
N: 0.24780 -0.63550 0.68686
C: -1.87148 0.59484 0.65404
C: -0.39482 0.68438 0.94546
C: -0.22098 1.00559 2.45511
O: 0.31072 2.01178 2.82536
O: 0.98287 -2.15462 -0.71205
H: 1.10166 -0.22242 -1.22852
H: -0.20718 -1.31808 1.29482
H: -2.09014 0.89168 -0.39918
H: -2.48414 1.30829 1.26984
H: -2.34535 -0.39572 0.73437
H: 0.15728 1.44300 0.37284
H: -0.59702 0.23061 3.12637
H: -0.95613 0.33002 -3.68269
H: -2.21020 -0.54089 -4.07866
O: -1.28488 -0.37222 -4.25693
H: 1.76814 -0.28527 -2.82999
H: 1.23622 -1.14418 -4.05419
O: 1.99509 -0.90754 -3.51898
H: -0.95612 -2.02410 4.03382
H: -1.56508 -2.54494 2.72001
O: -1.59096 -1.83986 3.37498
H: -1.39669 -4.16723 -0.91266
H: 0.05035 -3.90694 -0.95676
O: -0.57548 -4.54629 -0.56793
H: -3.37686 3.17802 2.01309
H: -1.96536 3.56101 1.89110
O: -2.69062 3.63013 2.51458
H: -3.16241 3.08048 -2.39242
H: -2.60964 4.22304 -1.66093
O: -3.38380 3.63838 -1.63379
H: -1.08750 -2.19826 -3.47350
H: -0.36442 -3.55808 -3.45971
O: -0.95676 -3.00674 -2.95119
H: -0.18168 -3.94808 0.89695
H: 0.30592 -3.37535 2.29379
O: -0.29856 -3.20716 1.55656
H: 3.05145 -3.68060 0.48342
H: 1.57975 -3.81588 0.46158
O: 2.29750 -3.68240 1.08442
H: 0.88358 3.86236 -2.39438
H: 0.84180 3.93945 -0.77929
O: 0.32946 4.17810 -1.67362
H: 3.43286 0.63674 -0.36269
H: 3.16159 1.99991 0.36255
O: 2.80399 1.35456 -0.24016
H: 1.33538 3.33907 0.95737
H: 0.35014 4.52283 1.10110
O: 1.18644 4.26383 0.68854
H: 2.09958 -1.80271 3.04387
H: 2.71407 -1.54413 4.41503
O: 1.86886 -1.65431 3.97187
H: 0.10387 2.39491 -2.33698
H: 0.76935 2.10408 -3.72884
O: 0.37819 1.68925 -2.95566

Löwdin atomic charge list, values in e, 8 entries: number 1, C, carries -0.29; number 2, N, carries 0.10; number 3, C, carries -0.03; number 4, C, carries -0.31; number 5, C, carries -0.19; number 6, O, carries 0.06; number 7, O, carries -0.03; number 8, H, carries 0.09

[5]
The following is a quantum chemistry calculation of a structure of composition C28H19ClCuIN3O5S at a distorted geometry, from the Open Molecules 2025 dataset.

E_LUMO (spin up / spin down) in eV: -0.20 / -0.20
Total charge: 0
Energy above the lowest of the compared OMol25 structures with the same formula, charge and spin in eV: 0.000
Spin multiplicity: 2
Orbital gap (spin up / spin down) in eV: 7.1 / 7.1
HOMO level (spin up / spin down) in eV: -7.329 / -7.302

Atoms and positions in Å:
Cu: 0.68400 -0.93807 -1.34157
Cl: 2.18697 -2.01844 -7.88127
C: 1.87717 -2.21001 -6.20081
C: 1.73628 -3.45153 -5.68321
C: 1.30159 -3.65920 -4.30947
I: 1.30785 -5.55992 -3.50778
C: 1.12182 -2.54282 -3.40091
O: 0.79944 -2.63432 -2.18843
C: 1.31356 -1.26310 -3.99327
N: 1.22027 -0.25081 -3.10257
C: 1.40403 0.94064 -3.54250
C: 1.80071 1.25735 -4.87764
C: 1.93873 0.23680 -5.74570
C: 1.73248 -1.08560 -5.33563
H: 2.04248 -4.30247 -6.32594
H: 1.15029 1.69614 -2.75550
H: 1.95811 2.27071 -5.19522
H: 2.19638 0.42306 -6.77481
O: -1.55952 -1.21491 -0.67321
C: -1.04732 -1.70589 0.30411
O: 0.26119 -1.80588 0.39797
C: -1.79964 -2.21349 1.49962
C: -3.15642 -2.57466 1.51501
C: -3.86149 -2.88895 2.64876
C: -3.14584 -2.97304 3.82602
C: -1.78872 -2.62328 3.90244
C: -1.14644 -2.19785 2.73712
N: -3.89619 -3.32248 5.14403
O: -4.85781 -4.02527 5.02929
O: -3.45907 -2.85771 6.17141
H: -3.56122 -2.51820 0.53097
H: -4.97000 -3.16549 2.67286
H: -1.25530 -2.68238 4.82602
H: -0.10228 -1.99594 2.77516
N: 0.77218 0.81331 -0.51399
S: 1.28684 0.95142 0.98648
C: 1.77555 2.69995 0.93016
C: 2.85698 2.87069 0.05953
C: 3.28375 4.16640 -0.24488
C: 2.57359 5.23856 0.29203
C: 1.51423 5.07294 1.17760
C: 1.08143 3.75009 1.45294
C: -0.16308 1.11247 1.97621
C: -1.47177 1.07112 1.51933
C: -2.55672 1.23340 2.37271
C: -2.29450 1.57039 3.68559
C: -0.98191 1.59419 4.14041
C: 0.07343 1.34167 3.32281
H: 0.02633 1.46340 -0.63121
H: 3.28715 1.97610 -0.44153
H: 4.15683 4.27383 -0.90781
H: 2.99599 6.24364 0.01312
H: 1.15045 5.81572 1.81705
H: 0.16657 3.60662 2.11185
H: -1.58637 0.82882 0.46177
H: -3.53127 1.18227 1.99084
H: -3.08401 1.69113 4.39059
H: -0.86708 1.85090 5.19994
H: 1.10930 1.43795 3.69313

Löwdin atomic charge list, values in e, 8 entries: number 1, Cu, carries 0.62; number 2, Cl, carries 0.70; number 3, C, carries -0.66; number 4, C, carries -0.17; number 5, C, carries -0.64; number 6, I, carries 0.90; number 7, C, carries -0.44; number 8, O, carries -0.11

> The lowest total charge belongs to which entry?

C26H33F9FeN3OP2